Formula: C33H39FN4P2Tc
Source: the OMol25 dataset
Level of theory: the ωB97M-V functional and the def2-TZVPD basis

Each line ends with the Löwdin charge.
Atoms and positions in Å:
Tc1 0.05 0.75 1.45  0.83
C1 -1.51 1.64 -3.90  -0.05
C2 -1.54 0.31 -3.69  -0.08
C3 -0.68 -0.67 -4.44  -0.15
C4 0.84 -0.36 -4.55  -0.12
C5 1.45 0.42 -3.42  0.00
C6 1.23 1.73 -3.20  0.06
C7 0.78 2.63 -4.32  -0.13
C8 -0.60 2.29 -4.91  -0.14
C9 1.44 1.12 3.03  -0.24
H1 -2.22 2.32 -3.45  0.10
H2 -2.40 -0.15 -3.22  0.09
H3 -1.06 -0.76 -5.47  0.14
H4 -0.80 -1.66 -3.95  0.11
H5 1.36 -1.34 -4.60  0.13
H6 1.02 0.12 -5.53  0.14
H7 2.29 -0.10 -2.96  0.13
H8 1.52 2.22 -2.27  0.13
H9 1.50 2.59 -5.16  0.15
H10 0.75 3.66 -3.92  0.14
H11 -1.08 3.24 -5.21  0.14
H12 -0.50 1.66 -5.82  0.13
H13 0.88 1.64 3.82  0.03
H14 2.31 1.71 2.74  0.00
H15 1.82 0.18 3.47  0.00
P1 1.78 -0.39 0.60  0.93
P2 -1.28 -0.83 0.55  0.96
N1 2.95 0.82 0.06  -0.23
N2 2.89 -1.50 1.37  -0.22
N3 -2.26 0.48 -0.22  -0.19
N4 -2.53 -1.89 1.14  -0.21
C10 1.11 -1.27 -0.86  -0.33
C11 -0.39 -1.67 -0.78  -0.31
C12 2.91 2.17 0.40  -0.17
C13 4.03 2.80 -0.12  -0.06
C14 4.77 1.82 -0.83  -0.06
C15 4.09 0.61 -0.71  -0.13
C16 3.84 -1.23 2.38  -0.12
C17 4.51 -2.41 2.69  -0.04
C18 3.95 -3.44 1.87  -0.05
C19 2.94 -2.87 1.11  -0.14
C20 -1.97 1.79 0.10  -0.21
C21 -2.72 2.65 -0.68  -0.05
C22 -3.51 1.81 -1.52  -0.08
C23 -3.21 0.49 -1.21  -0.15
C24 -3.82 -2.09 0.63  -0.11
C25 -4.54 -2.87 1.52  -0.05
C26 -3.67 -3.17 2.62  -0.05
C27 -2.45 -2.57 2.36  -0.13
H16 1.72 -2.15 -1.10  0.09
H17 1.20 -0.56 -1.68  0.02
H18 -0.91 -1.49 -1.74  0.07
H19 -0.46 -2.75 -0.58  0.11
H20 2.11 2.57 1.00  0.07
H21 4.26 3.85 0.01  0.12
H22 5.69 1.98 -1.39  0.12
H23 4.30 -0.37 -1.10  0.11
H24 3.96 -0.24 2.78  0.11
H25 5.31 -2.54 3.41  0.11
H26 4.28 -4.47 1.81  0.11
H27 2.25 -3.29 0.41  0.09
H28 -1.22 2.05 0.92  0.05
H29 -2.71 3.73 -0.62  0.12
H30 -4.17 2.15 -2.31  0.12
H31 -3.57 -0.43 -1.65  0.10
H32 -4.11 -1.68 -0.31  0.08
H33 -5.57 -3.18 1.41  0.11
H34 -3.91 -3.75 3.50  0.11
H35 -1.54 -2.56 2.92  0.09
F1 -3.20 -0.25 6.80  0.06
C28 -2.46 -0.02 5.66  -0.23
C29 -1.29 -0.75 5.46  0.02
C30 -0.62 -0.59 4.25  -0.15
C31 -1.06 0.31 3.26  -0.31
C32 -2.27 0.97 3.47  -0.10
C33 -2.98 0.81 4.68  0.01
H36 -0.94 -1.46 6.21  0.13
H37 0.28 -1.19 4.07  0.10
H38 -2.70 1.58 2.68  0.09
H39 -3.95 1.28 4.80  0.13

- Spin multiplicity: 4
- Lowest unoccupied orbital energy (spin up / spin down): -6.976 / -10.170 eV
- Relative energy (zero: lowest compared OMol25 entry of this formula, charge and spin): 0.00 kcal per mole
- Molar mass: 670.65 g/mol
- Kohn-Sham gap (spin up / spin down): 6.0 / 3.1 eV
- Net charge: +2

***

Formula: C33H39N3O4
Source: the OMol25 dataset
Level of theory: the ωB97M-V functional and the def2-TZVPD basis

Each line ends with the Löwdin charge.
Atoms and positions in Å:
C1 3.92 -1.13 3.51  -0.07
C2 2.91 0.00 3.48  -0.27
O1 1.60 -0.51 3.48  -0.04
C3 0.67 0.49 3.42  -0.47
C4 -0.71 0.03 3.41  -0.11
C5 -1.80 0.93 3.36  -0.45
O2 -1.66 2.14 3.28  -0.01
C6 -3.23 0.42 3.42  -0.13
C7 -3.38 -1.06 3.82  -0.21
C8 -2.33 -1.92 3.11  -0.21
C9 -0.90 -1.45 3.45  -0.19
O3 0.99 1.67 3.38  0.03
H1 4.96 -0.79 3.51  0.07
H2 3.77 -1.75 4.39  0.07
H3 3.79 -1.78 2.64  0.07
H4 3.01 0.66 4.35  0.13
H5 3.02 0.63 2.58  0.10
H6 -3.79 1.07 4.11  0.11
H7 -3.68 0.58 2.44  0.11
H8 -3.27 -1.16 4.91  0.11
H9 -4.39 -1.42 3.60  0.10
H10 -2.46 -2.98 3.38  0.10
H11 -2.49 -1.87 2.03  0.10
H12 -0.18 -1.91 2.77  0.10
H13 -0.62 -1.80 4.46  0.11
C10 0.36 -3.05 -6.86  0.00
N1 -0.40 -2.35 -5.84  -0.03
C11 -1.77 -2.39 -5.81  -0.39
O4 -2.50 -2.96 -6.60  0.11
C12 -2.21 -1.58 -4.60  -0.15
C13 -2.99 -2.43 -3.61  -0.07
C14 -4.27 -2.98 -4.17  -0.19
C15 -5.32 -2.23 -4.64  -0.05
N2 -6.31 -3.05 -5.11  0.09
C16 -5.90 -4.36 -4.96  -0.20
C17 -6.52 -5.57 -5.28  -0.02
C18 -5.87 -6.74 -4.99  -0.10
C19 -4.60 -6.74 -4.39  -0.10
C20 -3.97 -5.57 -4.07  -0.02
C21 -4.62 -4.35 -4.35  -0.13
N3 -0.97 -1.02 -3.99  0.05
C22 -0.92 -0.18 -2.92  0.03
C23 0.27 0.29 -2.41  -0.08
C24 0.44 1.13 -1.33  0.06
C25 1.72 1.58 -0.88  -0.20
C26 1.80 2.45 0.23  0.01
C27 3.01 2.90 0.69  -0.05
C28 4.19 2.50 0.07  -0.05
C29 4.14 1.65 -1.01  -0.07
C30 2.93 1.19 -1.49  -0.02
C31 0.22 -1.51 -4.78  -0.43
C32 1.11 -2.40 -3.91  0.01
C33 0.95 -0.35 -5.45  0.01
H14 -0.31 -3.60 -7.52  0.10
H15 0.94 -2.34 -7.46  0.09
H16 1.05 -3.76 -6.39  0.09
H17 -2.82 -0.74 -4.95  0.17
H18 -2.36 -3.26 -3.28  0.13
H19 -3.21 -1.85 -2.71  0.12
H20 -5.36 -1.15 -4.66  0.12
H21 -7.18 -2.77 -5.58  0.17
H22 -7.49 -5.56 -5.75  0.11
H23 -6.35 -7.68 -5.23  0.10
H24 -4.12 -7.68 -4.18  0.10
H25 -3.00 -5.57 -3.62  0.10
H26 -1.85 0.12 -2.47  0.15
H27 1.17 -0.03 -2.90  0.05
H28 -0.42 1.48 -0.80  0.13
H29 0.89 2.74 0.73  0.13
H30 3.05 3.56 1.54  0.12
H31 5.14 2.86 0.44  0.11
H32 5.06 1.34 -1.49  0.11
H33 2.92 0.52 -2.33  0.10
H34 0.53 -3.25 -3.55  0.10
H35 1.96 -2.79 -4.48  0.09
H36 1.51 -1.88 -3.04  0.08
H37 0.26 0.17 -6.11  0.10
H38 1.33 0.38 -4.74  0.07
H39 1.79 -0.69 -6.05  0.09

- Lowest unoccupied orbital energy: -2.518 eV
- Relative energy (zero: lowest compared OMol25 entry of this formula, charge and spin): 0.00 kcal per mole
- Molar mass: 541.69 g/mol
- Kohn-Sham gap: 2.7 eV